Record 1
Below is one molecule with the formula C12H19NS at a distorted geometry, with properties calculated with the ωB97M-V functional and the def2-TZVPD basis.

ORCA input file:
```
! wB97M-V def2-TZVPD RIJCOSX def2/J DEFGRID3
* xyz 0 1
C -2.758 2.798 -0.165
C -2.356 1.408 -0.555
C -2.929 -0.939 0.273
C -2.948 -1.257 -1.229
C -1.786 -1.647 1.042
C -0.497 -1.004 0.607
C 0.042 0.110 1.250
C 1.243 0.664 0.823
C 1.973 0.061 -0.189
C 4.749 -0.036 0.649
C 1.416 -1.007 -0.911
C 0.232 -1.542 -0.459
H -2.345 2.955 0.847
H -3.830 2.997 -0.157
H -2.269 3.493 -0.880
H -2.790 1.144 -1.534
H -1.290 1.279 -0.604
H -3.924 0.822 0.597
H -3.881 -1.318 0.725
H -2.055 -1.047 -1.796
H -3.115 -2.345 -1.283
H -3.805 -0.792 -1.644
H -1.746 -2.711 0.810
H -1.858 -1.479 2.109
H -0.589 0.629 1.945
H 1.591 1.520 1.339
H 5.568 -0.610 0.132
H 4.288 -0.723 1.383
H 5.295 0.755 1.233
H 1.936 -1.408 -1.795
H -0.183 -2.354 -1.017
N -2.932 0.517 0.506
S 3.579 0.621 -0.673
*
```

The electronic energy comes out at -25076.9884 eV. The molecular weight is 209.4 g/mol. Its highest occupied orbital energy is -8.40 eV. Its SMILES is CCN[C@@H](C)Cc1ccc(SC)cc1. The calculation puts the maximum force at 2.34 eV/Å. As for the frontier orbital gap: 9.276 eV. The calculation puts the LUMO energy at 0.87 eV.

Which charges does natural (NBO) predict for the atoms? In e, they are:
1. C -0.62
2. C -0.22
3. C -0.02
4. C -0.64
5. C -0.44
6. C -0.01
7. C -0.21
8. C -0.21
9. C -0.20
10. C -0.74
11. C -0.22
12. C -0.17
13. H 0.21
14. H 0.20
15. H 0.21
16. H 0.17
17. H 0.20
18. H 0.36
19. H 0.19
20. H 0.22
21. H 0.21
22. H 0.21
23. H 0.21
24. H 0.22
25. H 0.23
26. H 0.22
27. H 0.22
28. H 0.23
29. H 0.22
30. H 0.23
31. H 0.20
32. N -0.65
33. S 0.20

Record 2
Below is C34H89F3N3O15Zr as an isolated structure at a distorted geometry, with properties calculated with the ωB97M-V functional and the def2-TZVPD basis.

ORCA input file:
```
! wB97M-V def2-TZVPD RIJCOSX def2/J DEFGRID3
* xyz 3 1
Zr 2.859 -3.009 -2.698
C 1.255 -1.022 -0.269
O -0.150 -1.041 -0.418
O 1.741 -1.588 -1.436
C 1.654 0.431 0.121
F 2.980 0.567 0.169
F 1.158 1.358 -0.705
F 1.159 0.698 1.320
C -0.930 -1.839 0.483
C -2.357 -1.376 0.207
H -2.927 -1.376 1.143
H -2.442 -0.332 -0.092
H -2.888 -2.058 -0.455
H -0.634 -1.666 1.520
H -0.818 -2.902 0.251
H 1.504 -1.625 0.611
C -0.583 0.351 -3.374
O -1.110 -0.957 -2.993
H -1.357 1.115 -3.321
H 0.308 0.466 -2.766
H -0.395 0.280 -4.447
H -0.962 -1.084 -2.043
C 1.655 3.913 -3.205
O 1.886 3.945 -4.603
H 1.043 3.028 -2.986
H 2.590 3.811 -2.639
H 1.197 4.803 -2.775
H 2.588 3.304 -4.741
C -3.341 -4.678 2.927
O -3.130 -4.248 1.601
H -4.351 -4.415 3.229
H -3.249 -5.765 3.070
H -2.578 -4.320 3.630
H -2.392 -4.751 1.232
O 3.139 -1.432 2.929
H 2.323 -1.908 3.122
H 3.841 -2.034 3.207
O 3.239 -3.942 -0.684
H 3.932 -3.928 -0.011
H 2.494 -4.462 -0.272
O 1.016 -2.333 -3.947
H 0.842 -2.722 -4.820
H 0.206 -1.777 -3.746
O 3.825 1.340 3.307
H 3.429 0.468 3.149
H 3.961 1.703 2.428
O 1.315 -5.177 0.704
H 0.555 -5.493 0.174
H 0.928 -4.916 1.546
O 4.694 -1.753 -1.369
H 4.898 -2.053 -0.473
H 5.556 -1.558 -1.765
O -1.269 -5.857 0.090
H -2.057 -5.901 -0.471
H -1.159 -6.761 0.424
C -6.094 2.800 2.139
C -4.538 2.842 2.183
C -4.150 4.318 2.324
C -2.647 4.476 2.524
C -2.278 3.710 3.825
C -2.672 2.211 3.872
N -4.011 2.082 3.291
O -4.448 0.761 3.300
C -1.585 1.403 3.121
C -2.703 1.785 5.326
C -4.037 2.322 0.805
H -6.394 1.797 2.463
H -6.478 2.909 1.129
H -6.579 3.421 2.889
H -4.539 4.918 1.502
H -4.629 4.703 3.229
H -2.366 5.515 2.680
H -2.144 4.059 1.649
H -2.753 4.280 4.627
H -1.215 3.874 4.011
H -0.584 1.641 3.473
H -1.775 0.334 3.255
H -1.592 1.590 2.047
H -3.578 2.126 5.875
H -2.711 0.693 5.373
H -1.808 2.105 5.859
H -4.428 1.341 0.532
H -2.948 2.284 0.789
H -4.288 3.075 0.058
H -4.005 0.360 2.529
C 6.682 0.103 1.151
C 7.022 1.568 0.822
C 7.228 2.286 2.163
C 8.453 1.867 2.940
C 9.725 2.015 2.048
C 9.565 1.431 0.634
N 8.252 1.775 0.064
O 8.166 1.510 -1.288
C 10.662 2.035 -0.249
C 9.815 -0.107 0.760
C 5.847 2.276 0.154
H 5.712 0.116 1.660
H 7.350 -0.398 1.839
H 6.519 -0.495 0.250
H 7.419 3.346 1.969
H 6.336 2.209 2.786
H 8.329 0.870 3.382
H 8.650 2.435 3.851
H 10.507 1.545 2.645
H 9.950 3.083 2.061
H 11.601 1.827 0.266
H 10.760 1.673 -1.269
H 10.516 3.115 -0.225
H 9.441 -0.624 -0.127
H 10.881 -0.270 0.909
H 9.361 -0.594 1.622
H 6.008 3.334 -0.045
H 4.977 2.169 0.792
H 5.705 1.834 -0.836
H 8.075 0.541 -1.363
C -6.836 0.732 -3.117
C -5.599 -0.127 -2.767
C -5.884 -0.813 -1.419
C -6.880 -1.973 -1.468
C -6.377 -3.051 -2.457
C -5.959 -2.442 -3.845
N -5.310 -1.131 -3.777
O -5.027 -0.617 -5.011
C -5.037 -3.431 -4.568
C -7.275 -2.326 -4.662
C -4.317 0.714 -2.540
H -6.805 1.069 -4.150
H -7.756 0.201 -2.874
H -6.900 1.559 -2.408
H -5.022 -0.958 -0.766
H -6.449 -0.091 -0.812
H -6.999 -2.317 -0.441
H -7.869 -1.647 -1.792
H -7.219 -3.728 -2.589
H -5.574 -3.616 -1.980
H -4.628 -3.023 -5.489
H -5.601 -4.338 -4.779
H -4.213 -3.655 -3.889
H -6.969 -2.187 -5.704
H -7.940 -1.521 -4.361
H -7.817 -3.269 -4.670
H -3.973 1.192 -3.454
H -4.551 1.427 -1.748
H -3.573 0.048 -2.104
H -5.864 -0.406 -5.468
*
```

The electronic energy comes out at -81282.5757 eV. The molecular weight is 928.3 g/mol. Its highest occupied orbital energy is -13.61 eV. The calculation puts the maximum force at 6.15 eV/Å. As for the frontier orbital gap: 1.242 eV. The calculation puts the LUMO energy at -12.37 eV.

These are the Mulliken partial charges, in e, on atoms 1 to 99:
1. Zr 0.93
2. C -0.70
3. O -0.21
4. O 0.49
5. C 0.72
6. F -0.20
7. F -0.21
8. F -0.09
9. C -0.17
10. C -1.52
11. H 0.57
12. H 0.36
13. H 0.44
14. H 0.54
15. H 0.01
16. H 0.14
17. C -0.78
18. O -0.74
19. H 0.19
20. H 0.18
21. H 0.51
22. H 0.54
23. C -0.22
24. O -0.49
25. H -0.03
26. H 0.15
27. H 0.32
28. H 0.29
29. C -0.74
30. O -0.31
31. H 0.27
32. H 0.33
33. H 0.26
34. H 0.27
35. O -0.52
36. H 0.23
37. H 0.27
38. O -0.49
39. H 0.27
40. H 0.38
41. O -0.55
42. H 0.28
43. H 0.54
44. O -0.66
45. H 0.30
46. H 0.29
47. O -0.66
48. H 0.36
49. H 0.27
50. O -0.42
51. H 0.32
52. H 0.26
53. O -0.72
54. H 0.29
55. H 0.33
56. C -1.85
57. C 1.66
58. C -1.50
59. C -0.46
60. C -1.50
61. C 2.04
62. N 0.36
63. O -0.45
64. C -1.83
65. C -1.99
66. C -1.54
67. H 0.42
68. H 0.36
69. H 0.38
70. H 0.47
71. H 0.42
72. H 0.41
73. H 0.24
74. H 0.42
75. H 0.48
76. H 0.66
77. H 0.48
78. H 0.19
79. H 0.47
80. H 0.37
81. H 0.40
82. H 0.27
83. H 0.10
84. H 0.60
85. H 0.45
86. C -0.91
87. C 1.64
88. C -1.42
89. C -0.65
90. C -1.16
91. C 1.34
92. N 0.25
93. O -0.41
94. C -1.76
95. C -1.45
96. C -1.59
97. H 0.36
98. H 0.38
99. H -0.26

Record 3
Below is a 2-piece molecular cluster, C5H16NOS overall at a distorted geometry, with properties calculated with the ωB97M-V functional and the def2-TZVPD basis.

ORCA input file:
```
! wB97M-V def2-TZVPD RIJCOSX def2/J DEFGRID3
* xyz 1 1
C 0.695 0.580 -2.242
C 0.333 -0.290 -1.063
C -0.495 0.184 0.122
C 0.137 -0.367 1.433
S -0.303 -2.109 1.472
C -1.151 -2.195 3.033
N -0.222 -1.569 -1.658
H 1.159 0.271 -3.215
H 1.296 1.452 -1.754
H -0.246 1.182 -2.642
H 1.258 -0.616 -0.648
H -0.691 1.317 0.118
H -1.604 -0.172 0.084
H 1.213 -0.179 1.483
H -0.288 0.028 2.282
H -1.421 -1.134 3.205
H -0.329 -2.544 3.659
H -2.107 -2.791 3.115
H -0.700 -1.431 -2.639
H 0.699 -2.091 -1.763
H -0.965 -2.084 -1.020
H 1.886 4.361 -0.412
H 0.825 5.533 -0.362
O 1.023 4.663 -0.587
*
```

The electronic energy comes out at -19809.2372 eV. The molecular weight is 138.3 g/mol. Its highest occupied orbital energy is -12.23 eV. The calculation puts the maximum force at 5.07 eV/Å. As for the frontier orbital gap: 8.973 eV. The calculation puts the LUMO energy at -3.26 eV.

Which charges does natural (NBO) predict for the atoms? In e, they are:
1. C -0.68
2. C -0.05
3. C -0.45
4. C -0.52
5. S 0.14
6. C -0.74
7. N -0.74
8. H 0.26
9. H 0.26
10. H 0.24
11. H 0.20
12. H 0.27
13. H 0.23
14. H 0.23
15. H 0.23
16. H 0.22
17. H 0.24
18. H 0.26
19. H 0.45
20. H 0.46
21. H 0.48
22. H 0.48
23. H 0.49
24. O -0.96

Record 4
Below is a 2-piece molecular cluster, C3H9NS overall at a distorted geometry, with properties calculated with the ωB97M-V functional and the def2-TZVPD basis.

ORCA input file:
```
! wB97M-V def2-TZVPD RIJCOSX def2/J DEFGRID3
* xyz 0 1
C 2.556 -0.026 -0.517
N 2.464 -0.659 0.630
H 3.301 0.753 -0.693
H 1.748 -0.099 -1.249
H -0.197 1.627 1.180
H 3.353 -0.853 1.071
C -1.214 -0.659 -0.373
C -2.132 0.440 0.152
S -1.453 1.425 1.504
H -0.837 -1.299 0.517
H -0.324 -0.508 -1.051
H -1.923 -1.292 -1.034
H -3.078 0.007 0.561
H -2.265 1.143 -0.696
*
```

The electronic energy comes out at -15580.2951 eV. The molecular weight is 91.2 g/mol. Its highest occupied orbital energy is -8.78 eV. Its SMILES is C=N.CCS. The calculation puts the maximum force at 3.85 eV/Å. As for the frontier orbital gap: 9.575 eV. The calculation puts the LUMO energy at 0.79 eV.

Which charges does natural (NBO) predict for the atoms? In e, they are:
1. C -0.04
2. N -0.62
3. H 0.15
4. H 0.16
5. H 0.12
6. H 0.35
7. C -0.63
8. C -0.53
9. S -0.06
10. H 0.23
11. H 0.21
12. H 0.21
13. H 0.23
14. H 0.21

Record 5
Below is one molecule with the formula C3H4F3NO at a distorted geometry, with properties calculated with the ωB97M-V functional and the def2-TZVPD basis.

ORCA input file:
```
! wB97M-V def2-TZVPD RIJCOSX def2/J DEFGRID3
* xyz 0 1
C -0.798 1.268 0.341
C 0.152 0.184 -0.054
C -0.135 -1.290 0.442
N 1.415 0.455 -0.561
O -1.146 0.609 -0.854
F -1.207 -1.405 1.134
F -0.333 -2.091 -0.638
F 0.923 -1.759 1.072
H -1.653 1.043 1.075
H -0.451 2.344 0.157
H 1.357 1.088 -1.266
H 1.876 -0.446 -0.847
*
```

The electronic energy comes out at -14864.4044 eV. The molecular weight is 127.1 g/mol. Its highest occupied orbital energy is -9.94 eV. Its SMILES is N[C@@]1(C(F)(F)F)CO1. The calculation puts the maximum force at 4.56 eV/Å. As for the frontier orbital gap: 10.882 eV. The calculation puts the LUMO energy at 0.94 eV.

Which charges does natural (NBO) predict for the atoms? In e, they are:
1. C -0.12
2. C 0.26
3. C 0.96
4. N -0.80
5. O -0.54
6. F -0.29
7. F -0.33
8. F -0.31
9. H 0.20
10. H 0.19
11. H 0.39
12. H 0.39

Record 6
Below is a 2-piece molecular cluster, CH4N2O overall at a distorted geometry, with properties calculated with the ωB97M-V functional and the def2-TZVPD basis.

ORCA input file:
```
! wB97M-V def2-TZVPD RIJCOSX def2/J DEFGRID3
* xyz 0 1
C 1.883 -1.127 0.195
N 2.900 -1.698 -0.129
N -1.441 1.119 0.514
O 0.784 -0.718 0.249
H -1.912 1.963 0.554
H 3.718 -2.113 0.278
H -1.995 0.245 0.581
H -1.124 1.077 -0.418
*
```

The electronic energy comes out at -6129.2185 eV. The molecular weight is 60.1 g/mol. Its highest occupied orbital energy is -9.70 eV. Its SMILES is N=C=O.N. The calculation puts the maximum force at 2.80 eV/Å. As for the frontier orbital gap: 10.460 eV. The calculation puts the LUMO energy at 0.76 eV.

Which charges does natural (NBO) predict for the atoms? In e, they are:
1. C 0.86
2. N -0.78
3. N -1.06
4. O -0.51
5. H 0.35
6. H 0.43
7. H 0.36
8. H 0.35

- Look up the highest occupied orbital energy of the third one.
  -12.23 eV

- What is the highest occupied orbital energy in the second record?
  -13.61 eV

What did the fifth record say?
Below is one molecule with the formula C3H4F3NO at a distorted geometry, with properties calculated with the ωB97M-V functional and the def2-TZVPD basis.

ORCA input file:
```
! wB97M-V def2-TZVPD RIJCOSX def2/J DEFGRID3
* xyz 0 1
C -0.798 1.268 0.341
C 0.152 0.184 -0.054
C -0.135 -1.290 0.442
N 1.415 0.455 -0.561
O -1.146 0.609 -0.854
F -1.207 -1.405 1.134
F -0.333 -2.091 -0.638
F 0.923 -1.759 1.072
H -1.653 1.043 1.075
H -0.451 2.344 0.157
H 1.357 1.088 -1.266
H 1.876 -0.446 -0.847
*
```

The electronic energy comes out at -14864.4044 eV. The molecular weight is 127.1 g/mol. Its highest occupied orbital energy is -9.94 eV. Its SMILES is N[C@@]1(C(F)(F)F)CO1. The calculation puts the maximum force at 4.56 eV/Å. As for the frontier orbital gap: 10.882 eV. The calculation puts the LUMO energy at 0.94 eV.

Which charges does natural (NBO) predict for the atoms? In e, they are:
1. C -0.12
2. C 0.26
3. C 0.96
4. N -0.80
5. O -0.54
6. F -0.29
7. F -0.33
8. F -0.31
9. H 0.20
10. H 0.19
11. H 0.39
12. H 0.39

- The lowest molecular weight belongs to which entry?
  CH4N2O